Entry 1:
# C5H8N2O

A single C5H8N2O molecule at a distorted geometry (ωB97M-V/def2-TZVPD, the OMol25 dataset).

Computed properties:
* structure (SMILES): C1=NN[C@@H]2C[C@@H]2CO1
* energy relative to the best compared isomer or geometry (same formula, charge and spin): 138.2 kcal/mol
* lowest unoccupied orbital energy: 0.89 eV
* 2S+1: 1
* energy: -10336.73370 eV
* frontier orbital gap: 8.514 eV
* strongest force on any atom: 4.73 eV Å⁻¹

```
16
C5H8N2O ωB97M-V/def2-TZVPD
O 1.854 -0.486 0.267
N 0.835 1.569 -0.077
N -0.499 1.564 -0.431
C 0.825 -1.239 -0.501
C -1.084 -0.389 1.065
C -0.607 -0.963 -0.325
C -1.250 0.458 -0.289
C 1.886 0.828 0.146
H 2.899 1.238 0.731
H -1.131 -1.748 -0.881
H 1.230 -2.158 -0.348
H -0.334 -0.099 1.804
H -2.326 0.502 -0.714
H -2.270 -0.373 1.498
H -0.810 2.472 -0.261
H 0.781 -1.176 -1.686
```

---

Entry 2:
# C5H8N2O

A single C5H8N2O molecule at a distorted geometry (ωB97M-V/def2-TZVPD, the OMol25 dataset).

Computed properties:
* energy relative to the best compared isomer or geometry (same formula, charge and spin): 100.2 kcal/mol
* lowest unoccupied orbital energy: -0.11 eV
* 2S+1: 1
* energy: -10338.37995 eV
* frontier orbital gap: 8.958 eV
* strongest force on any atom: 3.34 eV Å⁻¹

```
16
C5H8N2O ωB97M-V/def2-TZVPD
O -1.128 -1.840 -1.288
N 0.746 0.031 -1.125
N -1.644 0.707 0.998
C 1.812 -0.240 0.936
C 1.392 0.599 -0.174
C -0.846 -0.729 -0.903
C -1.197 -0.440 0.719
C -0.505 0.522 -1.687
H -2.278 0.743 1.797
H 2.626 0.180 1.519
H -0.884 1.456 -1.270
H 2.078 -1.245 0.615
H 0.711 -0.429 1.395
H -0.534 0.411 -2.767
H 1.197 1.651 0.059
H -1.545 -1.376 1.177
```

---

What did the first record say?
# C5H8N2O

A single C5H8N2O molecule at a distorted geometry (ωB97M-V/def2-TZVPD, the OMol25 dataset).

Computed properties:
* structure (SMILES): C1=NN[C@@H]2C[C@@H]2CO1
* energy relative to the best compared isomer or geometry (same formula, charge and spin): 138.2 kcal/mol
* lowest unoccupied orbital energy: 0.89 eV
* 2S+1: 1
* energy: -10336.73370 eV
* frontier orbital gap: 8.514 eV
* strongest force on any atom: 4.73 eV Å⁻¹

```
16
C5H8N2O ωB97M-V/def2-TZVPD
O 1.854 -0.486 0.267
N 0.835 1.569 -0.077
N -0.499 1.564 -0.431
C 0.825 -1.239 -0.501
C -1.084 -0.389 1.065
C -0.607 -0.963 -0.325
C -1.250 0.458 -0.289
C 1.886 0.828 0.146
H 2.899 1.238 0.731
H -1.131 -1.748 -0.881
H 1.230 -2.158 -0.348
H -0.334 -0.099 1.804
H -2.326 0.502 -0.714
H -2.270 -0.373 1.498
H -0.810 2.472 -0.261
H 0.781 -1.176 -1.686
```

---

Repeat the first record exactly.
# C5H8N2O

A single C5H8N2O molecule at a distorted geometry (ωB97M-V/def2-TZVPD, the OMol25 dataset).

Computed properties:
* structure (SMILES): C1=NN[C@@H]2C[C@@H]2CO1
* energy relative to the best compared isomer or geometry (same formula, charge and spin): 138.2 kcal/mol
* lowest unoccupied orbital energy: 0.89 eV
* 2S+1: 1
* energy: -10336.73370 eV
* frontier orbital gap: 8.514 eV
* strongest force on any atom: 4.73 eV Å⁻¹

```
16
C5H8N2O ωB97M-V/def2-TZVPD
O 1.854 -0.486 0.267
N 0.835 1.569 -0.077
N -0.499 1.564 -0.431
C 0.825 -1.239 -0.501
C -1.084 -0.389 1.065
C -0.607 -0.963 -0.325
C -1.250 0.458 -0.289
C 1.886 0.828 0.146
H 2.899 1.238 0.731
H -1.131 -1.748 -0.881
H 1.230 -2.158 -0.348
H -0.334 -0.099 1.804
H -2.326 0.502 -0.714
H -2.270 -0.373 1.498
H -0.810 2.472 -0.261
H 0.781 -1.176 -1.686
```

---

What is the frontier orbital gap in the second record?
8.958 eV

---

Which of these has the highest lowest unoccupied orbital energy?
number 1